Record 1
A 4-piece molecular cluster, C19H37F3O9S overall. Source: OMol25; level of theory: the ωB97M-V functional and the def2-TZVPD basis.

Properties
orbital gap = 9.82 eV
charge = 0
spin multiplicity = 1
HOMO level = -0.340 Ha

Each line ends with the natural charge from an NBO analysis.
Positions of all 69 atoms, in Å:
C 2.90 0.69 4.97  -0.64
C 3.34 1.69 3.91  -0.07
O 2.28 2.56 3.55  -0.54
C 2.42 3.06 2.24  -0.09
C 1.74 2.07 1.28  -0.12
O 2.27 2.05 -0.04  -0.51
C 3.49 1.41 -0.12  0.22
O 3.27 0.01 0.14  -0.75
S 4.61 -0.87 0.47  1.77
O 5.46 -0.14 1.35  -0.93
O 3.88 -1.94 1.48  -0.69
C 2.94 -2.75 0.82  0.20
O 2.17 -3.32 1.89  -0.51
C 1.35 -4.30 1.50  1.16
F 0.74 -4.76 2.57  -0.31
F 1.98 -5.30 0.92  -0.32
F 0.42 -3.86 0.66  -0.33
H 3.52 0.75 5.84  0.21
H 1.87 0.84 5.25  0.23
H 2.99 -0.32 4.59  0.21
H 4.17 2.28 4.29  0.17
H 3.65 1.13 3.03  0.17
H 3.46 3.24 2.00  0.16
H 1.87 3.99 2.23  0.19
H 1.72 1.09 1.75  0.18
H 0.71 2.37 1.18  0.22
H 3.86 1.55 -1.12  0.17
H 4.19 1.84 0.59  0.17
H 3.44 -3.53 0.26  0.18
H 2.27 -2.20 0.18  0.19
C 2.38 -1.10 -4.22  -0.43
C 3.46 -2.12 -4.59  -0.43
C 4.10 -2.39 -3.23  -0.07
O 3.07 -2.22 -2.26  -0.56
C 1.92 -1.60 -2.86  -0.07
H 1.57 -1.04 -4.94  0.22
H 2.83 -0.11 -4.12  0.20
H 2.99 -3.03 -4.97  0.20
H 4.17 -1.76 -5.33  0.22
H 4.90 -1.67 -3.02  0.16
H 4.51 -3.39 -3.15  0.19
H 1.14 -2.36 -2.96  0.17
H 1.56 -0.81 -2.21  0.19
C -3.44 0.79 0.87  -0.43
C -3.16 -0.03 2.13  -0.43
C -1.70 0.30 2.40  -0.07
O -1.49 1.63 1.91  -0.55
C -2.61 2.04 1.13  -0.07
H -4.49 1.00 0.70  0.24
H -3.06 0.26 -0.01  0.20
H -3.78 0.33 2.95  0.20
H -3.34 -1.10 2.01  0.22
H -1.03 -0.38 1.85  0.16
H -1.44 0.26 3.45  0.19
H -3.18 2.78 1.70  0.16
H -2.25 2.51 0.21  0.18
C -6.63 1.38 -3.42  -0.43
C -7.73 1.11 -2.40  -0.43
C -7.00 0.27 -1.36  -0.07
O -5.63 0.72 -1.37  -0.54
C -5.41 1.55 -2.52  -0.07
H -6.82 2.25 -4.04  0.22
H -6.50 0.51 -4.06  0.20
H -8.07 2.05 -1.95  0.20
H -8.60 0.60 -2.81  0.22
H -7.02 -0.79 -1.62  0.17
H -7.40 0.39 -0.35  0.18
H -5.31 2.58 -2.18  0.17
H -4.48 1.25 -3.00  0.18



Record 2
C2H3Cl3O3P as an isolated structure. Source: OMol25; level of theory: the ωB97M-V functional and the def2-TZVPD basis.

Properties
orbital gap = 7.36 eV
energy above the lowest of the compared OMol25 structures with the same formula, charge and spin = 0.231 eV
charge = -1
spin multiplicity = 1
HOMO level = -0.153 Ha

Each line ends with the natural charge from an NBO analysis.
Positions of all 12 atoms, in Å:
C -0.46 0.28 0.49  -0.26
C -0.18 1.72 0.39  -0.08
O 0.08 -1.99 -0.48  -1.17
O 0.15 -0.43 1.53  -0.77
O 1.19 0.05 -1.74  -1.02
P -0.27 -0.68 -1.25  1.26
Cl -1.06 2.62 1.81  -0.14
Cl -1.01 2.28 -1.06  -0.01
Cl 1.43 2.29 0.45  0.06
H -1.80 0.20 0.64  0.15
H 0.32 -1.34 0.92  0.51
H 0.86 0.49 -2.53  0.47



Record 3
C6H11ClF5VW as an isolated structure. Source: OMol25; level of theory: the ωB97M-V functional and the def2-TZVPD basis.

Properties
orbital gap (alpha / beta) = 6.23 / 8.79 eV
energy above the lowest of the compared OMol25 structures with the same formula, charge and spin = 0.000 eV
charge = 0
spin multiplicity = 5
<S²> = 6.043
HOMO level (alpha / beta) = -0.256 / -0.348 Ha

Each line ends with the Löwdin spin population.
Positions of all 25 atoms, in Å:
V 0.00 0.00 0.00  1.92
Cl 1.77 0.02 0.92  0.22
C -0.43 1.93 0.00  -0.02
H -1.53 2.09 -0.01  0.00
H -0.02 2.45 -0.89  0.00
H -0.04 2.44 0.90  0.00
W 2.46 -0.89 -0.83  1.64
C 2.88 -2.89 -0.51  0.03
C 4.04 0.03 -1.81  0.04
C 0.68 -0.54 -1.62  0.05
H 3.68 0.42 -2.78  0.01
H 4.45 0.87 -1.21  0.01
H 4.85 -0.72 -1.99  0.01
H 2.12 -3.50 -1.04  0.01
H 3.89 -3.13 -0.91  0.01
H 2.85 -3.14 0.57  0.01
H 0.59 0.21 -2.44  0.02
H 0.29 -1.53 -1.92  0.02
F -0.88 -1.94 1.98  0.01
C -1.44 -1.32 0.87  -0.01
F -1.79 -2.29 -0.06  0.00
C -2.68 -0.54 1.29  0.00
F -3.61 -1.39 1.86  0.00
F -2.32 0.43 2.21  0.00
F -3.24 0.06 0.18  0.00



Record 4
C44H52BN11P2Se2Sn as an isolated structure. Source: OMol25; level of theory: the ωB97M-V functional and the def2-TZVPD basis.

Properties
orbital gap = 7.89 eV
energy above the lowest of the compared OMol25 structures with the same formula, charge and spin = 0.000 eV
charge = 0
spin multiplicity = 1
HOMO level = -0.271 Ha

Each line ends with the Löwdin charge.
Positions of all 113 atoms, in Å:
Sn 1.64 -1.69 0.54  1.25
C -1.77 -2.94 0.87  -0.03
C -1.16 -2.50 2.16  -0.34
C -1.75 -2.42 3.42  0.03
C -0.75 -1.99 4.28  -0.26
C -0.82 -1.75 5.75  -0.01
N 0.37 -1.83 3.55  0.04
N 0.12 -2.15 2.25  -0.04
B 1.78 -1.39 4.01  -0.52
N 2.15 -0.06 3.34  0.04
N 2.30 0.05 1.99  -0.06
C 2.55 1.32 1.72  -0.36
C 2.74 1.80 0.31  -0.03
C 2.60 2.06 2.91  0.02
C 2.33 1.14 3.91  -0.26
C 2.21 1.39 5.38  -0.02
N 2.79 -2.49 3.61  0.02
N 3.12 -2.72 2.32  0.00
C 4.03 -3.69 2.32  -0.34
C 4.66 -4.17 1.05  -0.05
C 4.28 -4.11 3.64  0.02
C 3.47 -3.32 4.43  -0.27
C 3.32 -3.34 5.92  -0.02
H -2.81 -2.63 0.82  0.09
H -1.74 -4.03 0.78  0.08
H -1.23 -2.52 0.02  0.01
H -2.78 -2.63 3.68  0.11
H -1.84 -1.93 6.09  0.08
H -0.55 -0.72 6.00  0.08
H -0.15 -2.41 6.29  0.08
H 1.78 -1.26 5.19  0.11
H 2.49 1.01 -0.40  0.04
H 3.77 2.12 0.15  0.08
H 2.08 2.65 0.12  0.08
H 2.78 3.11 3.02  0.11
H 2.43 2.44 5.59  0.08
H 2.90 0.77 5.95  0.08
H 1.20 1.18 5.73  0.08
H 4.20 -3.66 0.21  0.01
H 4.54 -5.25 0.93  0.08
H 5.73 -3.95 1.06  0.09
H 4.96 -4.88 3.97  0.11
H 3.96 -4.12 6.33  0.08
H 2.29 -3.53 6.21  0.08
H 3.61 -2.38 6.36  0.08
Se -5.10 1.52 -1.31  0.32
P -3.39 2.57 -0.68  0.55
C -3.82 3.77 0.63  -0.35
C -4.88 4.62 0.28  -0.12
C -5.33 5.58 1.17  -0.08
C -4.75 5.70 2.42  -0.09
C -3.70 4.86 2.78  -0.08
C -3.23 3.90 1.89  -0.07
C -2.72 3.64 -1.99  -0.34
C -2.11 4.86 -1.71  -0.07
C -1.59 5.63 -2.75  -0.08
C -1.68 5.19 -4.06  -0.09
C -2.31 3.98 -4.35  -0.08
C -2.83 3.22 -3.31  -0.12
C -2.00 1.53 -0.18  -0.40
C -1.25 0.54 -0.85  -0.44
N -0.33 0.10 0.03  -0.12
N -0.50 0.75 1.17  -0.04
N -1.49 1.61 1.07  0.00
P -1.08 -0.07 -2.52  0.59
Se 0.17 -1.78 -2.64  0.31
C -0.28 1.27 -3.45  -0.35
C 0.25 2.37 -2.78  -0.09
C 1.00 3.31 -3.48  -0.08
C 1.22 3.16 -4.84  -0.08
C 0.70 2.05 -5.51  -0.07
C -0.03 1.10 -4.81  -0.11
C -2.69 -0.48 -3.24  -0.38
C -3.41 -1.47 -2.56  -0.13
C -4.60 -1.94 -3.09  -0.08
C -5.08 -1.43 -4.29  -0.08
C -4.36 -0.45 -4.96  -0.07
C -3.16 0.02 -4.45  -0.11
H -5.35 4.51 -0.69  0.09
H -6.15 6.23 0.88  0.10
H -5.11 6.45 3.12  0.10
H -3.25 4.96 3.75  0.10
H -2.42 3.25 2.16  0.07
H -2.03 5.20 -0.69  0.11
H -1.12 6.58 -2.53  0.10
H -1.28 5.79 -4.86  0.11
H -2.39 3.64 -5.37  0.11
H -3.37 2.30 -3.52  0.05
H 0.06 2.50 -1.72  0.10
H 1.40 4.17 -2.95  0.11
H 1.80 3.89 -5.38  0.10
H 0.89 1.92 -6.56  0.10
H -0.39 0.22 -5.32  0.10
H -3.03 -1.85 -1.62  0.09
H -5.16 -2.69 -2.55  0.11
H -6.01 -1.78 -4.69  0.10
H -4.73 -0.05 -5.90  0.11
H -2.61 0.79 -4.97  0.09
N 4.14 -2.15 -1.80  -0.02
C 3.79 -2.99 -2.95  -0.28
C 3.57 -4.46 -2.58  -0.19
C 2.16 -4.85 -2.13  -0.28
N 1.78 -4.46 -0.75  -0.04
H 4.16 -1.18 -2.08  0.06
H 5.09 -2.37 -1.49  0.07
H 4.57 -2.94 -3.72  0.10
H 2.88 -2.59 -3.39  0.05
H 4.30 -4.75 -1.82  0.10
H 3.78 -5.06 -3.47  0.11
H 2.08 -5.94 -2.25  0.10
H 1.44 -4.40 -2.81  0.06
H 2.26 -5.06 -0.09  0.06
H 0.79 -4.65 -0.65  0.06



Record 5
C15H15N4O5 as an isolated structure. Source: OMol25; level of theory: the ωB97M-V functional and the def2-TZVPD basis.

Properties
orbital gap = 5.25 eV
energy above the lowest of the compared OMol25 structures with the same formula, charge and spin = 0.000 eV
charge = -1
spin multiplicity = 1
HOMO level = -0.119 Ha

Each line ends with the natural charge from an NBO analysis.
Positions of all 39 atoms, in Å:
C -4.39 3.08 -0.70  -0.62
C -3.07 2.68 -1.30  -0.07
O -2.33 2.00 -0.26  -0.53
C -1.15 1.54 -0.75  0.78
C -0.21 1.06 0.31  -0.65
C 1.23 1.07 -0.04  -0.01
C 1.72 1.25 -1.34  -0.24
C 3.10 1.33 -1.58  -0.21
C 4.00 1.11 -0.54  -0.28
C 3.52 0.83 0.75  -0.23
C 2.15 0.84 1.00  -0.20
O -0.95 1.55 -1.97  -0.70
H -4.99 3.60 -1.44  0.20
H -4.94 2.20 -0.36  0.21
H -4.23 3.75 0.15  0.21
H -3.21 2.02 -2.17  0.19
H -2.50 3.57 -1.61  0.18
H -0.39 1.61 1.24  0.22
H 1.01 1.34 -2.16  0.25
H 3.43 1.55 -2.59  0.19
H 5.07 1.14 -0.73  0.19
H 4.20 0.61 1.57  0.20
H 1.76 0.66 2.01  0.19
C 0.04 -3.52 -2.13  -0.26
O 0.53 -4.15 -0.91  -0.48
C 0.35 -3.38 0.16  0.70
N 0.69 -3.92 1.34  -0.54
C 0.45 -3.12 2.38  0.32
N 0.56 -3.40 3.72  -0.17
O 0.21 -2.24 4.37  -0.20
N -0.11 -1.17 3.39  0.41
O -0.35 -0.05 3.80  -0.38
C 0.00 -1.75 2.16  -0.12
C -0.30 -1.28 0.91  0.18
N -0.14 -2.15 -0.07  -0.58
H 0.29 -4.22 -2.91  0.18
H -1.04 -3.37 -2.07  0.19
H 0.53 -2.55 -2.29  0.22
H -0.54 -0.15 0.65  0.26



Record 6
C24H23BrO4PtSe as an isolated structure. Source: OMol25; level of theory: the ωB97M-V functional and the def2-TZVPD basis.

Properties
orbital gap (alpha / beta) = 4.31 / 4.31 eV
charge = -2
spin multiplicity = 1
HOMO level (alpha / beta) = -0.002 / -0.002 Ha

Each line ends with the natural charge from an NBO analysis.
Positions of all 54 atoms, in Å:
Pt -1.33 -0.20 0.63  0.81
C 4.90 -1.58 -3.97  -0.61
C 3.91 -1.44 -2.85  -0.06
C 3.83 -0.26 -2.11  -0.24
C 2.97 -0.14 -1.03  -0.07
C 2.91 1.13 -0.24  -0.64
C 2.17 -1.23 -0.65  -0.08
Se 1.13 -1.16 0.95  -0.46
C 2.21 -2.41 -1.42  -0.06
C 1.33 -3.56 -1.05  -0.64
C 3.08 -2.50 -2.49  -0.23
H 5.37 -0.63 -4.18  0.20
H 4.41 -1.94 -4.87  0.20
H 5.67 -2.30 -3.70  0.20
H 4.46 0.58 -2.38  0.18
H 3.28 1.98 -0.81  0.18
H 3.51 1.02 0.67  0.21
H 1.89 1.32 0.08  0.26
H 0.29 -3.24 -1.00  0.27
H 1.59 -3.92 -0.05  0.22
H 1.41 -4.38 -1.76  0.18
H 3.11 -3.41 -3.08  0.18
C -1.75 -0.92 2.64  -0.56
C -1.54 0.13 3.60  -0.04
C -2.60 0.74 4.30  -0.21
C -2.37 1.73 5.24  -0.23
C -1.08 2.15 5.51  -0.26
C -0.02 1.58 4.82  -0.24
C -0.24 0.59 3.90  -0.14
H -2.77 -1.30 2.60  0.20
H -1.01 -1.73 2.71  0.21
H -3.62 0.43 4.09  0.20
H -3.20 2.16 5.79  0.19
H -0.91 2.94 6.24  0.18
H 0.99 1.93 5.01  0.19
H 0.59 0.15 3.36  0.23
Br -2.09 4.24 -2.84  -0.03
C -2.22 2.40 -2.34  -0.08
C -3.47 1.83 -2.27  -0.23
C -3.55 0.47 -1.98  -0.20
C -2.41 -0.28 -1.74  -0.02
C -1.14 0.33 -1.79  -0.34
C -1.05 1.69 -2.14  -0.19
C -2.52 -1.79 -1.49  0.74
O -3.11 -2.48 -2.33  -0.73
O -1.98 -2.19 -0.44  -0.74
H -4.37 2.43 -2.41  0.21
H -4.52 -0.01 -1.95  0.22
H -0.24 -0.27 -1.82  0.26
H -0.09 2.16 -2.24  0.23
O -3.30 1.39 0.89  -0.74
C -2.45 2.28 0.83  0.63
O -1.22 2.16 0.80  -0.75
H -2.84 3.35 0.79  0.04



Record 7
One molecule with the formula C3H7NO2. Source: OMol25; level of theory: the ωB97M-V functional and the def2-TZVPD basis.

Properties
orbital gap = 10.80 eV
energy above the lowest of the compared OMol25 structures with the same formula, charge and spin = 1.569 eV
charge = 0
spin multiplicity = 1
structure (SMILES) = [H]/N=C/OCCO
HOMO level = -0.365 Ha

Each line ends with the natural charge from an NBO analysis.
Positions of all 13 atoms, in Å:
H 0.76 2.67 -0.35  0.37
N 0.46 1.70 -0.30  -0.77
C 1.41 0.94 0.07  0.44
O 1.30 -0.38 0.19  -0.49
C 0.14 -1.02 -0.40  -0.11
C -1.14 -0.91 0.42  -0.09
O -1.88 0.26 0.22  -0.74
H 2.42 1.26 0.35  0.16
H 0.45 -2.06 -0.47  0.20
H -0.01 -0.60 -1.40  0.20
H -0.89 -1.08 1.48  0.16
H -1.78 -1.75 0.11  0.18
H -1.25 0.98 0.10  0.50



Record 8
C2CsFLi2O2 as an isolated structure. Source: OMol25; level of theory: the ωB97M-V functional and the def2-TZVPD basis.

Properties
orbital gap (alpha / beta) = 5.39 / 3.81 eV
energy above the lowest of the compared OMol25 structures with the same formula, charge and spin = 0.000 eV
charge = 0
spin multiplicity = 1
HOMO level (alpha / beta) = -0.229 / -0.171 Ha

Each line ends with the natural charge from an NBO analysis.
Positions of all 8 atoms, in Å:
C -0.63 0.06 1.92  0.26
O -1.28 -0.96 2.33  -0.72
Li 0.76 2.56 -2.84  0.14
Cs -1.60 -3.46 0.10  0.99
F 0.19 -1.00 -2.07  -0.98
C 0.05 1.01 1.53  0.17
O 0.75 1.78 0.70  -0.70
Li 1.76 0.02 -1.69  0.83



Number 1: maximum force 1.1 eV Å⁻¹. Number 2: maximum force 3.9 eV Å⁻¹. Number 3: maximum force 9.7 eV Å⁻¹. Number 4: maximum force 0.4 eV Å⁻¹. Number 5: maximum force 5.5 eV Å⁻¹. Number 6: maximum force 2.7 eV Å⁻¹. Number 7: maximum force 0.4 eV Å⁻¹. Number 8: maximum force 5.8 eV Å⁻¹.